(1)
The following is a DFT calculation (ωB97M-V/def2-TZVPD) of a structure of composition C42H112O14 in a non-equilibrium geometry.

The HOMO energy is -9.403 eV. The value obtained for the relative energy (zero: lowest compared OMol25 entry of this formula, charge and spin) is 64.2 kcal per mole. The total energy is -2720.68700 a.u. The frontier orbital gap comes out at 9.76 eV. The LUMO energy comes out at 0.4 eV.

Geometry as ORCA input:
```
! wB97M-V def2-TZVPD RIJCOSX def2/J DEFGRID3
* xyz 0 1
O 1.256 -0.992 -3.767
O -4.820 -5.897 -0.113
O -1.487 -1.745 -4.284
O 3.954 -1.390 -0.481
O -0.573 2.686 5.468
O 1.681 -3.922 -4.664
O -3.330 -0.364 -2.727
O 3.499 -0.796 6.169
O 3.186 6.626 -1.288
O -3.884 4.155 2.616
O -2.237 1.906 4.258
O 1.537 -3.041 5.011
O 1.689 0.013 -0.846
O -3.174 2.394 -3.469
C -0.177 -2.732 3.310
C 2.128 -3.439 2.667
C -1.790 2.511 -3.111
C -4.830 -0.805 -0.913
C 4.988 0.708 0.121
C -1.095 3.454 -4.092
C 0.249 -4.611 -2.908
C -4.417 -1.161 -2.335
C -2.805 4.636 1.852
C 0.631 4.710 5.494
C 4.018 0.168 5.246
C 5.456 -0.117 4.845
C -4.962 -4.583 1.873
C -3.458 -3.983 -0.005
C 0.713 3.235 5.113
C 1.927 1.315 -3.924
C -4.813 -4.561 0.365
C 5.213 -1.477 1.509
C 0.376 -0.132 -0.255
C 2.209 -0.124 -4.368
C 0.417 0.402 1.164
C -1.466 -1.705 -5.723
C -3.299 -0.003 3.303
C 2.979 0.347 4.125
C 0.750 -4.954 -4.310
C -2.217 5.871 2.520
C -2.046 0.517 3.975
C 3.260 5.217 -1.352
C -0.228 -1.502 -0.557
C 1.058 -3.478 3.757
C 3.622 -0.641 -4.062
C -2.500 -2.681 -6.230
C 5.068 -0.797 0.186
C -1.606 2.985 -1.695
C -5.608 -0.993 -3.291
C -1.820 3.478 1.677
C 1.459 -6.299 -4.354
C 0.907 3.004 3.613
C 3.726 4.706 -2.719
C 1.907 4.591 -0.971
C -1.854 -0.175 5.323
C -1.695 -0.264 -6.148
H -3.467 -2.974 0.426
H -0.238 5.176 5.032
H 1.753 -3.825 -5.618
H -3.217 -3.838 -1.060
H -3.283 0.200 2.227
H -5.814 0.074 -3.407
H -0.172 -3.607 -2.843
H 1.871 -4.113 1.853
H 5.083 -2.555 1.463
H -5.930 -4.939 2.228
H 3.884 -0.457 -3.018
H 0.878 -3.177 5.696
H 1.453 2.624 5.637
H -4.545 -6.512 0.570
H -2.262 2.420 -1.032
H 3.781 -1.693 -4.296
H 6.024 0.644 4.309
H 2.163 2.027 -4.713
H -1.619 2.164 4.950
H -1.756 -0.181 -7.237
H -1.341 1.522 -3.260
H 2.265 -2.421 2.295
H 1.983 0.421 4.559
H 2.519 1.616 -3.060
H 3.091 -3.773 3.059
H -5.601 -3.941 -0.066
H -0.668 -1.379 -3.928
H 1.599 -1.893 -3.817
H -0.022 3.234 -4.106
H 2.178 -6.278 -3.532
H -1.449 3.272 -5.107
H -0.459 -5.336 -2.507
H -3.155 4.914 0.853
H 2.078 -0.218 -5.453
H 0.851 -4.542 3.946
H -3.391 1.454 -3.392
H 3.790 6.929 -0.607
H -0.204 0.611 -0.818
H -3.383 -1.086 3.378
H 3.256 -1.530 5.587
H -6.512 -1.476 -2.915
H -4.130 -2.218 -2.316
H -1.074 -2.836 3.922
H -2.603 -4.557 0.358
H -1.668 -1.241 5.198
H -4.233 0.469 3.609
H 2.983 -0.592 3.562
H -0.594 0.579 1.539
H -2.620 0.141 -5.737
H 4.312 -0.047 -4.669
H -1.002 3.626 0.964
H 4.022 1.144 5.746
H -0.465 -3.046 2.303
H 6.087 -0.358 5.701
H -4.233 -5.302 2.261
H 0.846 1.281 -3.771
H -2.332 2.556 1.413
H -2.701 -0.929 -3.204
H 4.766 5.027 -2.794
H 0.867 -0.232 1.931
H -3.957 -0.611 -0.290
H -2.950 6.671 2.611
H -5.531 0.032 -0.888
H 3.646 3.628 -2.865
H 1.070 -4.576 -2.183
H 3.934 4.798 -0.598
H -0.549 2.832 -1.462
H -0.112 -4.925 -4.983
H 3.176 5.071 -3.590
H -5.374 -1.603 -0.399
H -0.556 -1.470 -1.592
H -2.592 -2.646 -7.315
H 0.919 1.367 1.092
H 0.551 -2.249 -0.363
H -0.984 0.228 5.848
H -1.163 4.518 -3.862
H 1.066 4.957 -1.568
H 4.436 -1.088 2.172
H 0.508 2.023 3.356
H -3.468 -2.469 -5.773
H 0.057 -1.666 3.234
H -1.171 0.371 3.338
H -2.749 -0.034 5.929
H 5.413 -0.996 4.196
H -1.830 5.574 3.497
H -2.231 -3.695 -5.932
H 1.470 0.026 -1.786
H 5.924 -1.022 -0.466
H -1.844 4.039 -1.543
H 1.547 4.888 0.018
H -1.255 3.387 2.607
H 3.205 -0.766 -0.538
H -1.396 6.288 1.928
H -0.601 2.580 6.423
H 0.551 4.752 6.581
H 3.246 1.175 3.470
H -5.426 -1.380 -4.295
H 0.786 -7.148 -4.261
H 6.159 -1.177 1.969
H -3.619 3.485 3.256
H -0.964 -1.846 0.172
H 4.942 0.987 -0.932
H 5.855 1.146 0.623
H 0.328 3.712 3.016
H -4.747 -3.610 2.310
H -0.850 0.356 -5.841
H 1.997 3.507 -1.054
H 4.147 1.217 0.604
H 2.062 -6.345 -5.262
H -0.431 -1.968 -5.968
H 1.951 3.084 3.311
H 1.489 5.296 5.155
*
```



(2)
The following is a DFT calculation (ωB97M-V/def2-TZVPD) of a structure of composition C42H114N6O21 in a non-equilibrium geometry.

The HOMO energy is -5.078 eV. The value obtained for the relative energy (zero: lowest compared OMol25 entry of this formula, charge and spin) is 1425.7 kcal per mole. The total energy is -3574.63025 a.u. The frontier orbital gap comes out at 5.11 eV. The LUMO energy comes out at 0.0 eV.

Geometry as ORCA input:
```
! wB97M-V def2-TZVPD RIJCOSX def2/J DEFGRID3
* xyz 0 1
O 1.895 2.222 1.269
O 4.766 1.171 0.164
O 2.860 -2.391 -4.559
O -3.628 -3.985 -1.160
O -3.718 0.063 4.553
O -3.785 1.490 -5.382
O -1.180 2.693 -1.873
O -4.091 1.773 0.061
O 1.666 3.116 -3.623
O 3.744 0.190 -3.135
O 4.513 -1.975 6.336
O -0.474 -3.198 1.965
O 2.714 -1.918 1.132
O 1.206 -1.285 -3.111
O -3.517 0.421 -2.533
O 3.802 4.999 -4.413
O -6.317 -0.123 1.432
O -4.511 4.152 -1.574
O -0.774 -0.933 -0.363
O 5.045 3.963 -0.786
O -0.649 5.615 -0.957
N 1.972 -3.329 3.990
N -2.339 -0.464 -1.343
N 0.184 1.679 -1.030
N 2.994 -1.186 -1.689
N -1.179 1.820 4.456
N -4.132 -0.477 -0.340
C -0.433 -3.058 3.419
C 3.773 -2.196 -2.310
C 0.889 -2.323 3.831
C 3.596 -0.525 -0.575
C 3.930 -1.398 0.695
C -2.578 0.421 -3.601
C -1.536 0.635 3.710
C 2.910 -3.050 -3.310
C -1.953 -2.083 -3.093
C 5.754 3.382 0.357
C -2.751 1.706 -4.425
C 1.631 -0.315 -4.058
C 3.335 -2.634 6.005
C -7.297 0.777 1.930
C -2.370 -0.359 4.557
C -1.655 -3.763 1.378
C -3.033 2.347 -0.685
C 0.013 -0.756 -1.553
C 2.565 -2.394 2.434
C 2.547 1.014 1.652
C 2.292 -3.282 -5.596
C -0.585 3.763 -2.581
C -0.253 0.655 -2.022
C 4.685 -1.546 7.679
C 2.747 3.465 -2.761
C -4.592 -0.853 5.131
C 1.610 1.939 -1.113
C -4.999 -3.768 -0.771
C -3.650 3.051 -1.902
C -4.997 0.140 1.859
C -0.396 -2.197 0.257
C -2.808 -2.898 -0.813
C -2.751 -1.787 -1.836
C 4.966 2.276 1.023
C -4.035 -0.812 1.116
C 2.236 2.692 0.002
C 3.277 -2.761 4.420
C 0.173 4.662 -1.649
C -0.272 -0.004 3.227
C 2.482 0.716 -3.470
C 2.967 4.926 -3.246
C -2.593 -0.829 1.531
H -2.301 -1.332 4.071
H -0.854 -3.126 -0.086
H 2.469 3.588 -1.715
H 2.910 -1.593 3.087
H 1.968 -2.759 -6.496
H -3.114 -2.469 0.141
H 3.936 5.916 -4.664
H -5.629 -4.657 -0.749
H 1.069 -0.851 -1.300
H 0.761 -1.760 4.755
H 4.762 -1.862 -2.625
H 2.151 1.000 -1.232
H -5.480 -0.241 5.289
H 1.806 2.478 -2.040
H -3.741 -1.500 -2.191
H 4.573 -2.259 0.509
H -1.814 1.998 -4.898
H -0.823 -2.252 1.258
H 3.557 -1.807 3.974
H 1.891 -3.313 -3.025
H -3.199 -0.189 -1.864
H 5.475 2.019 1.952
H -1.811 -3.284 -0.600
H 0.852 4.092 -1.014
H -1.924 -3.121 -3.424
H 2.934 -4.140 -5.791
H -4.895 0.016 2.937
H 2.417 0.874 2.725
H -2.953 -0.146 -0.607
H -2.576 -0.445 -4.264
H -1.312 0.764 -2.259
H 1.387 -3.753 -5.211
H -2.516 3.092 -0.081
H 4.436 0.078 -0.920
H 4.094 -2.921 -1.563
H -2.042 2.188 4.829
H 4.691 -2.386 8.374
H -8.264 0.496 1.515
H 2.807 1.559 -4.080
H 3.285 2.980 -0.069
H 1.100 -1.654 2.996
H 3.292 -4.059 -3.463
H -4.863 -1.693 4.491
H -1.989 -0.534 5.563
H 3.542 5.554 -2.566
H -2.053 0.035 1.146
H 5.803 4.204 1.071
H 6.751 3.063 0.053
H -0.468 -0.901 2.640
H -0.939 -1.683 -3.096
H -1.576 0.415 -3.173
H -1.478 4.225 -3.001
H 2.069 2.837 -4.449
H -4.240 5.027 -1.861
H 3.961 2.649 1.220
H 5.012 3.317 -1.495
H -5.095 -3.299 0.208
H -1.307 -2.487 3.733
H -4.788 2.427 0.158
H 2.076 -1.544 -1.465
H -2.387 1.560 -1.073
H 0.309 0.682 2.611
H -0.004 1.202 -0.160
H -2.730 3.298 -2.431
H 1.495 -2.526 2.592
H 2.522 -1.968 6.296
H 0.771 5.275 -2.323
H -4.401 -1.218 6.141
H -2.344 -1.520 -3.941
H -1.477 -3.963 0.321
H -4.739 1.181 1.665
H -5.073 -0.638 -0.669
H 3.611 1.035 1.416
H -0.283 -1.541 -2.249
H -7.362 0.754 3.018
H 2.033 -4.003 3.241
H -0.838 1.447 5.331
H 0.788 0.075 -4.628
H 4.336 -0.794 1.507
H 3.581 -0.521 -2.512
H 3.179 -3.252 2.707
H 5.639 0.837 -0.054
H -1.137 5.099 -0.312
H 1.951 -1.889 -3.066
H -2.145 1.003 2.885
H -1.440 -0.473 -0.883
H -0.535 2.091 -1.493
H 2.088 1.206 -2.580
H 3.986 -3.551 4.174
H 3.642 2.844 -2.788
H -1.888 -4.699 1.885
H -4.461 -1.806 1.251
H 0.681 -2.357 0.306
H 1.789 3.683 -0.073
H -0.509 -4.080 3.791
H -3.115 2.511 -3.786
H -2.004 -1.649 1.120
H 2.020 5.380 -3.538
H 2.245 -0.907 -4.737
H 0.417 -0.155 4.058
H -2.489 -3.091 1.584
H -2.468 -0.861 2.614
H 0.260 0.808 -2.972
H -4.620 1.524 -4.909
H 3.319 -3.593 6.523
H -5.475 -2.992 -1.371
H 0.051 3.406 -3.391
H 4.002 -0.729 7.909
H -7.087 1.793 1.596
H 2.126 0.111 1.210
H 5.693 -1.129 7.692
H -4.217 2.324 -2.484
H 2.991 0.312 -0.227
H -4.004 0.515 -0.484
*
```